Entry from the OMol25 dataset: an isolated ion of composition C2H5IN3O2 and charge +1 at a distorted geometry (the ωB97M-V functional and the def2-TZVPD basis).

```
13
Properties=species:S:1:pos:R:3:forces:R:3
N 1.41554 -0.82081 0.71683 3.65 -1.12 -0.44
C 0.50788 -0.42992 -0.05430 -4.16 1.32 -3.12
N 0.54814 -0.33673 -1.36040 2.31 -0.64 -2.96
C -0.80532 -0.00956 0.53980 -0.09 -0.06 3.25
I -2.58765 -1.04581 -0.04292 0.56 0.02 -0.05
N -1.02774 1.48480 0.18843 -0.27 -1.90 0.83
O -1.41589 2.10473 1.12904 -0.08 1.21 -0.06
O -0.87777 1.78363 -0.96544 -0.16 1.00 -0.08
H 1.32344 -1.00195 1.63916 -1.49 -0.17 3.67
H 2.34407 -1.12982 0.51895 0.58 0.04 -1.42
H -0.01268 0.11772 -2.09900 -1.02 0.03 2.04
H 1.34311 -0.60603 -1.95724 0.33 -0.31 1.41
H -0.75514 -0.11026 1.74711 -0.16 0.58 -3.07
```
Forces are in eV/Å.

- maximum force (hartree/bohr) = 0.10431
- total charge = +1
- Kohn-Sham gap (eV) = 9.1545
- SMILES = NC(=[NH2+])[C@H](I)[N+](=O)[O-]
- multiplicity = 1

=====

Entry from the OMol25 dataset: a 5-piece molecular cluster, C30H28BrClO21PS overall (the ωB97M-V functional and the def2-TZVPD basis).

```
83
Properties=species:S:1:pos:R:3:forces:R:3
O 4.09815 -4.92894 -0.03598 -0.14 0.08 -0.05
P 3.43781 -3.75601 -0.65057 0.06 -0.01 0.06
O 4.52944 -2.68897 -1.18494 0.04 -0.27 -0.06
O 2.60212 -4.18689 -1.94915 0.20 0.07 -0.34
C 2.33416 -2.78411 0.38581 -0.07 0.22 -0.11
C 1.20805 -1.87444 -0.13866 -0.19 -0.22 0.39
Br 1.72790 -1.01146 -1.93292 0.18 -0.08 -0.09
C -0.03485 -2.69697 -0.46463 0.27 0.14 -0.23
C -1.20456 -1.81497 -0.88455 -0.26 -0.09 -0.07
C -2.58167 -2.45377 -0.70528 0.04 -0.14 0.11
C -2.78401 -3.66525 -1.63526 0.07 0.23 -0.14
S -3.64646 -4.95008 -0.79083 0.01 -0.06 0.18
O -2.80014 -5.59375 0.16251 -0.15 0.09 -0.07
O -4.96158 -4.51836 -0.43020 0.10 -0.02 -0.01
Cl -3.89244 -6.28660 -2.33981 -0.02 -0.13 -0.10
H 5.27192 -3.21801 -1.52421 -0.07 0.15 -0.01
H 2.42002 -3.40610 -2.50897 -0.17 -0.02 0.25
H 2.99726 -2.24307 1.07037 0.03 -0.04 -0.05
H 1.84129 -3.56610 0.97763 0.03 0.10 0.11
H 0.13496 -3.47522 -1.23592 -0.05 -0.08 0.09
H -0.29719 -3.21838 0.46646 0.00 0.00 -0.03
H -1.08377 -1.52943 -1.93425 0.04 0.13 0.03
H -1.17959 -0.90766 -0.28140 0.10 0.02 -0.09
H -3.37359 -1.72734 -0.89709 -0.01 -0.03 0.00
H -2.69140 -2.76729 0.33818 0.02 0.01 -0.02
H -1.83970 -4.09219 -1.97324 -0.01 -0.08 0.14
H -3.39168 -3.43624 -2.51017 -0.01 0.05 0.02
C 7.96204 -3.48002 -0.18930 -0.01 0.09 -0.03
C 7.70312 -4.50802 -1.01185 -0.02 -0.07 0.12
C 8.48213 -5.80797 -0.97131 0.02 -0.01 0.03
O 8.15134 -6.66439 -1.77048 -0.01 0.01 -0.02
C 9.55674 -5.94710 -0.01287 0.02 -0.05 -0.02
C 9.81480 -4.92130 0.80891 -0.02 0.02 0.02
C 9.02589 -3.62410 0.77199 -0.01 0.00 -0.01
O 9.36541 -2.77750 1.58215 0.02 0.00 -0.01
O 10.76913 -4.91935 1.72799 0.02 -0.07 -0.01
O 6.75218 -4.49621 -1.92941 0.06 0.13 -0.08
H 7.39722 -2.55794 -0.20654 -0.04 -0.03 0.01
H 10.11386 -6.87273 0.00817 0.00 0.00 0.02
H 10.69958 -4.04436 2.16469 -0.03 0.03 -0.01
H 6.73327 -5.38789 -2.33113 -0.04 -0.04 0.03
C -5.55053 1.73877 2.25817 -0.15 -0.15 -0.01
C -4.78282 1.41379 1.20732 0.06 0.03 0.05
C -3.33594 0.98065 1.37349 -0.06 0.15 -0.01
O -2.73144 0.74990 0.34537 0.00 -0.05 -0.05
C -2.76091 0.91445 2.69757 0.05 -0.08 0.00
C -3.53561 1.24095 3.73903 -0.03 0.03 0.03
C -4.97821 1.67473 3.57814 -0.02 0.02 -0.02
O -5.56808 1.96513 4.60829 -0.01 0.00 0.01
O -3.13259 1.23792 5.00287 0.07 -0.03 0.01
O -5.18077 1.49716 -0.05304 0.10 -0.01 0.01
H -6.57050 2.08205 2.15754 0.00 -0.02 -0.03
H -1.72730 0.61111 2.79546 -0.01 -0.01 0.00
H -3.91278 1.51735 5.52356 -0.03 0.02 -0.02
H -4.42421 1.23211 -0.62833 -0.13 0.01 0.04
C -2.61502 5.95537 2.48355 -0.03 0.00 0.07
C -2.28355 7.24257 2.31439 0.01 0.03 -0.02
C -2.86068 8.09324 1.19914 -0.02 0.00 -0.02
O -2.48588 9.25316 1.16012 0.01 0.00 0.00
C -3.79849 7.49755 0.27814 -0.02 0.05 -0.04
C -4.13136 6.20907 0.44598 -0.03 -0.07 0.04
C -3.54806 5.35892 1.55877 0.22 -0.02 0.03
O -3.89969 4.19204 1.59213 -0.05 0.09 -0.08
O -4.98779 5.56186 -0.32647 -0.03 0.05 -0.05
O -1.42797 7.89935 3.08236 0.00 -0.05 0.05
H -2.20177 5.33911 3.26941 0.02 0.01 -0.01
H -4.20468 8.10873 -0.51503 -0.01 -0.02 0.00
H -5.05454 4.65074 0.02373 0.04 -0.02 0.04
H -1.38892 8.80687 2.71788 -0.02 0.01 -0.03
C 0.01994 2.45990 -2.95610 0.03 -0.01 -0.11
C -1.13468 1.79731 -3.12863 0.00 0.10 0.12
C -2.37078 2.10464 -2.30787 0.16 0.07 0.09
O -3.37912 1.47190 -2.58083 -0.06 -0.06 0.13
C -2.29426 3.11509 -1.27421 -0.15 0.03 -0.09
C -1.14212 3.77198 -1.10291 0.13 0.01 -0.03
C 0.08476 3.48843 -1.95052 0.05 -0.06 0.01
O 1.06188 4.17836 -1.70786 -0.05 0.03 -0.01
O -0.92995 4.72963 -0.20611 -0.19 -0.08 -0.08
O -1.31269 0.84555 -4.02590 0.05 -0.06 -0.09
H 0.90606 2.24502 -3.53529 0.00 -0.06 0.03
H -3.17235 3.29844 -0.67329 0.02 0.04 0.02
H 0.00172 4.99852 -0.36448 0.06 0.01 0.06
H -2.22673 0.52328 -3.91364 -0.04 0.03 0.04
```
Forces are in eV/Å.

- maximum force (hartree/bohr) = 0.00945
- total charge = -1
- Kohn-Sham gap (eV) = 2.8424
- multiplicity = 1

=====

Entry from the OMol25 dataset: a 2-piece molecular cluster, C2H7NS2 overall at a distorted geometry (the ωB97M-V functional and the def2-TZVPD basis).

```
12
Properties=species:S:1:pos:R:3:forces:R:3
C -0.64408 -0.09031 -1.44689 1.55 -1.87 -1.50
N -0.37547 0.69464 -0.52803 -2.14 2.08 0.82
C -1.63589 1.07954 0.27529 2.31 1.00 -0.22
H 0.24891 -0.43045 -2.02496 -0.92 0.01 0.04
H -1.61314 -0.57258 -1.63521 0.05 0.33 -0.10
H -1.10471 1.21864 1.18777 -0.42 0.46 1.39
H -2.13162 2.10174 0.03406 0.72 -2.17 -0.12
H -2.19001 0.16546 0.39463 -1.12 0.15 -0.23
S 2.25648 -2.12643 0.90554 -0.22 -0.69 0.65
S 2.89542 -0.33455 1.61076 -0.96 0.80 0.22
H 2.64265 -1.97672 -0.33742 0.18 0.09 -0.89
H 1.65147 0.27102 1.56447 0.97 -0.20 -0.05
```
Forces are in eV/Å.

- maximum force (hartree/bohr) = 0.06023
- Kohn-Sham gap (eV) = 9.8467
- SMILES = C=NC.SS
- multiplicity = 1

=====

Entry from the OMol25 dataset: an isolated ion of composition C6H8N and charge +1 at a distorted geometry (the ωB97M-V functional and the def2-TZVPD basis).

```
15
Properties=species:S:1:pos:R:3:forces:R:3
C 1.71668 1.02987 0.09093 -0.85 -0.18 0.80
C 2.28153 -0.06491 -0.33765 -2.66 -1.61 1.03
C 1.31188 -1.29928 -0.05438 0.65 -0.84 -0.28
C -0.84372 0.86783 -0.26404 -0.38 -0.04 0.13
C -1.19551 -0.60834 -0.06576 -1.58 -0.43 -0.19
C 0.34998 0.65943 0.70625 0.69 1.32 0.45
N 0.04983 -0.83322 0.64665 4.28 2.09 -2.29
H 2.03032 2.05678 0.08466 0.17 0.22 -0.03
H 1.08786 -1.85685 -0.96714 -0.21 -0.08 0.20
H 1.83182 -1.97198 0.63369 -0.04 -0.12 0.03
H -0.53481 1.11900 -1.27613 0.14 -0.14 0.09
H -1.58074 1.58320 0.09053 -0.05 -0.10 0.04
H -2.02765 -0.76944 0.62531 -0.03 0.04 -0.12
H -1.33432 -1.23800 -0.94362 0.12 -0.11 0.12
H 0.22007 1.08818 1.69984 -0.26 -0.02 0.02
```
Forces are in eV/Å.

- maximum force (hartree/bohr) = 0.10278
- total charge = +1
- Kohn-Sham gap (alpha / beta) (eV) = 6.9543 / 8.7766
- multiplicity = 1

=====

Entry from the OMol25 dataset: a 2-piece molecular cluster, C4FIO2 overall at a distorted geometry (the ωB97M-V functional and the def2-TZVPD basis).

```
8
Properties=species:S:1:pos:R:3:forces:R:3
C -0.78002 0.68464 0.00721 0.15 -2.29 -0.40
C 1.04266 -0.75622 -0.60869 -1.50 0.89 0.66
C 0.05557 1.65291 0.09037 1.88 0.04 0.48
C 0.12740 -1.48042 0.04452 -0.20 -1.30 0.24
O 1.08414 2.11252 0.43976 -0.68 1.14 -0.18
O -0.64872 -2.30103 0.37717 1.08 1.55 -0.46
F -1.92421 0.34610 -0.51235 0.02 0.39 -0.22
I 2.88674 -0.10500 -0.05397 -0.76 -0.42 -0.13
```
Forces are in eV/Å.

- maximum force (hartree/bohr) = 0.04531
- Kohn-Sham gap (eV) = 7.0435
- multiplicity = 1

=====

Entry from the OMol25 dataset: a 7-piece molecular cluster, H14O7 overall at a distorted geometry (the ωB97M-V functional and the def2-TZVPD basis).

```
21
Properties=species:S:1:pos:R:3:forces:R:3
O 15.99942 3.99087 -2.45902 0.10 0.38 0.74
H 15.65187 3.78100 -3.32585 0.02 -0.42 -0.50
H 16.72478 4.59151 -2.63026 0.15 0.15 0.01
O 13.37638 1.91366 -4.16430 -0.36 -0.40 -0.01
H 13.01511 1.79449 -3.28594 0.15 0.07 0.45
H 12.64005 1.74358 -4.75176 -0.19 0.02 -0.14
O 15.24904 3.49712 -5.16652 1.25 -0.40 -0.04
H 14.62393 2.78981 -5.00783 -0.25 -0.35 0.20
H 14.78233 4.29216 -4.90897 -0.53 0.47 -0.34
O 16.09132 2.37649 -7.51876 0.27 -0.42 -0.66
H 16.74985 2.91500 -7.95760 0.17 0.05 -0.13
H 16.05499 2.72139 -6.62659 -0.29 0.41 0.45
O 13.94486 5.71379 -4.90426 -0.27 0.51 0.31
H 13.26419 5.95768 -5.53151 -0.23 -0.06 -0.20
H 14.65379 6.33648 -5.06522 0.24 0.29 0.02
O 16.20070 1.16841 -2.92984 -0.12 -0.27 0.25
H 15.75477 0.53847 -3.49601 -0.10 -0.18 -0.18
H 16.89726 1.53158 -3.47679 0.14 0.25 -0.09
O 13.36483 1.25742 -7.05648 -0.03 0.07 -0.03
H 12.54413 1.72120 -6.89037 -0.28 0.16 -0.22
H 13.38316 0.55986 -6.40127 0.16 -0.34 0.09
```
Forces are in eV/Å.

- maximum force (hartree/bohr) = 0.02543
- Kohn-Sham gap (eV) = 10.3113
- SMILES = O.O.O.O.O.O.O
- multiplicity = 1

=====

Q: Which value of multiplicity does entry 5 give?
A: 1